15
Properties=species:S:1:pos:R:3 method="wB97M-V/def2-TZVPD" spin_multiplicity=3 de_lowest_ev=1.947 orbital_gap_ev="5.1 / 7.6" e_homo_ev="-4.24 / -7.97" e_lumo_ev="0.903 / -0.415"
C -0.46 1.85 -0.06
C 0.12 -0.37 0.05
C 0.58 0.93 -0.09
C -1.55 -0.16 0.20
C 0.58 -1.87 0.09
N 1.85 1.20 -0.32
O -1.68 1.13 0.07
O -2.52 -1.06 0.25
H -0.43 2.97 -0.19
H -0.30 -2.50 0.27
H 1.10 -2.10 -0.82
H 1.32 -2.08 0.92
H 2.08 2.25 -0.29
H 2.65 0.67 0.07
H -3.35 -0.87 -0.16

16
Properties=species:S:1:pos:R:3 method="wB97M-V/def2-TZVPD" de_lowest_ev=5.972 orbital_gap_ev=8.9 e_homo_ev=-9.01 e_lumo_ev=-0.113
C -0.39 -0.53 -0.19
C -0.03 -0.89 -1.50
C -1.65 -0.02 -0.21
C -1.41 -0.18 -1.87
C 1.63 0.60 1.80
N 1.01 -0.71 1.50
O 0.90 -1.35 -2.12
O -2.64 0.33 0.37
O -1.27 1.08 -2.37
H -2.01 -0.80 -2.46
H 2.54 0.73 1.26
H 1.10 1.47 1.58
H 2.03 0.82 2.89
H 0.27 -0.99 2.07
H 1.65 -1.37 1.16
H -1.74 1.81 -1.93

17
Properties=species:S:1:pos:R:3 method="wB97M-V/def2-TZVPD" smiles="O=C[C@@H](O)[C@@H]1CN1C(=O)O" de_lowest_ev=2.652 orbital_gap_ev=10.7 e_homo_ev=-10.13 e_lumo_ev=0.545
O 2.38 1.56 -1.77
C 2.04 0.65 -1.06
C 0.60 0.19 -0.93
O 0.50 -1.13 -0.43
C -0.21 1.10 -0.02
C 0.00 1.05 1.45
N -1.15 0.41 0.83
C -1.24 -0.97 0.81
O -1.16 -1.71 1.76
O -2.04 -1.59 -0.47
H 2.77 0.05 -0.46
H 0.15 0.23 -1.94
H -0.46 -1.67 -0.91
H -0.53 2.03 -0.48
H -0.22 1.93 2.06
H 0.79 0.39 1.82
H -2.24 -2.52 -0.28

17
Properties=species:S:1:pos:R:3 method="wB97M-V/def2-TZVPD" de_lowest_ev=2.744 orbital_gap_ev=7.5 e_homo_ev=-7.08 e_lumo_ev=0.398
C 1.66 1.13 0.05
C 2.15 -0.21 0.19
C 0.30 0.99 0.06
C 1.12 -1.06 0.04
C -2.09 -0.70 0.09
N 0.00 -0.38 -0.06
O -0.79 1.86 -0.20
O 1.09 -2.41 0.01
O -2.29 -0.22 -1.09
O -2.30 -0.06 1.19
H 2.29 2.07 0.20
H 3.13 -0.64 0.08
H -2.20 -1.78 0.13
H -0.32 2.55 -0.68
H 2.08 -2.63 0.05
H -1.80 0.66 -1.26
H -2.03 0.83 1.21

15
Properties=species:S:1:pos:R:3 method="wB97M-V/def2-TZVPD" smiles="O=C1CN2CC(C2)S1" de_lowest_ev=3.044 orbital_gap_ev=9.5 e_homo_ev=-8.82 e_lumo_ev=0.664
O 0.31 -0.03 -2.99
C 0.27 0.03 -1.76
C 0.64 -1.01 -0.72
N 0.25 -0.81 0.59
C 0.76 0.62 1.03
C -0.73 1.09 0.56
C -1.18 -0.34 0.80
S -0.78 1.33 -1.16
H 1.74 -1.30 -0.83
H 0.27 -1.88 -1.28
H 1.12 0.84 2.12
H 1.70 0.98 0.36
H -1.19 1.96 1.17
H -1.83 -0.89 0.21
H -1.34 -0.57 1.91

15
Properties=species:S:1:pos:R:3 method="wB97M-V/def2-TZVPD" smiles=C[C@@H](S)c1cnco1 de_lowest_ev=2.027 orbital_gap_ev=10.0 e_homo_ev=-9.18 e_lumo_ev=0.814
C 1.60 -1.06 -0.37
C 0.95 -0.07 0.59
S 1.87 1.52 0.51
C -0.51 0.00 0.24
C -1.08 0.89 -0.61
N -2.47 0.77 -0.53
C -2.62 -0.07 0.40
O -1.50 -0.61 0.85
H 1.32 -0.66 -1.45
H 2.72 -1.02 -0.13
H 1.30 -2.02 -0.24
H 1.10 -0.53 1.75
H 1.54 1.61 -0.71
H -0.61 1.66 -1.15
H -3.60 -0.42 0.84